A gas-phase ion, C9H12NOS (charge +1). Source: the OMol25 dataset; level of theory: wB97M-V/def2-TZVPD.

Geometry as XYZ:
```
24
Properties=species:S:1:pos:R:3:forces:R:3:lowdin_charge:R:1
S -2.253 -0.901 0.786 -0.09 -0.27 0.32 1.100
O -0.956 -2.538 -0.730 0.28 -0.10 0.09 0.130
N -1.767 0.837 -1.462 0.00 0.04 -0.28 -0.008
C 2.218 0.097 1.442 0.04 0.07 0.02 -0.038
C 0.471 -0.906 0.123 0.49 -0.07 -0.09 -0.229
C 3.080 0.018 0.355 -0.17 -0.05 0.01 -0.024
C 1.358 -1.008 -0.961 -0.24 -0.02 0.14 0.011
C 0.916 -0.348 1.331 -0.18 -0.17 -0.15 -0.025
C -0.849 -1.468 -0.001 -0.43 0.29 0.12 -0.538
C -2.072 0.914 0.966 0.29 -0.15 -0.15 -0.378
C -1.422 1.563 -0.255 0.06 0.21 -0.05 -0.313
C 2.647 -0.534 -0.844 0.02 0.03 -0.05 -0.035
H 4.093 0.379 0.448 0.09 0.02 0.01 0.121
H 2.568 0.498 2.379 0.01 0.04 0.09 0.120
H -3.113 1.223 1.066 -0.02 -0.08 0.05 0.086
H -1.270 1.208 -2.263 -0.06 0.04 0.01 0.093
H -1.545 1.157 1.884 -0.06 -0.01 0.04 0.082
H -0.334 1.548 -0.158 -0.14 0.08 0.05 0.106
H -1.742 2.616 -0.258 0.09 -0.13 0.05 0.127
H 3.321 -0.599 -1.683 0.06 -0.01 -0.09 0.119
H 1.004 -1.435 -1.886 0.02 -0.06 -0.13 0.130
H -2.761 0.903 -1.655 0.07 0.00 -0.10 0.092
H 0.266 -0.329 2.192 -0.10 0.02 0.09 0.118
H -1.857 -2.895 -0.816 -0.05 0.26 0.02 0.151
```
Positions in Å, forces in eV/Å.

Results
- HOMO energy: -13.3 eV
- Orbital gap: 0.3086 Ha
- Charge: +1
- E_LUMO: -4.914 eV

***

A molecular structure, C35H28F2N4O7Y. Source: the OMol25 dataset; level of theory: wB97M-V/def2-TZVPD.

Geometry as XYZ:
```
77
Properties=species:S:1:pos:R:3:forces:R:3:lowdin_charge:R:1
Y 1.323 0.237 1.484 0.09 0.01 0.02 1.482
F -0.269 -4.970 3.454 0.01 0.01 0.00 0.036
F 4.317 -4.521 2.819 0.02 0.04 -0.03 0.026
O -4.319 -0.785 0.328 0.00 0.01 0.01 -0.153
O 2.890 2.955 4.323 -0.04 0.00 -0.02 0.061
O 1.794 1.260 3.345 0.04 0.07 0.00 -0.186
O 2.335 2.184 0.933 -0.09 -0.19 0.08 -0.202
O 0.027 2.886 -2.048 0.07 0.04 0.02 -0.098
O -2.891 1.855 -1.377 0.01 -0.01 -0.01 -0.074
O 3.728 3.729 1.757 -0.03 0.01 -0.03 0.054
N 3.703 -0.645 1.162 0.01 -0.01 -0.02 0.042
N 0.351 0.322 -0.776 0.00 -0.08 0.12 0.056
N -1.179 0.036 -2.523 -0.11 -0.01 -0.01 0.156
N -1.783 -0.560 -0.391 -0.06 0.03 -0.01 0.160
C 1.280 0.848 -1.709 0.00 0.06 0.01 -0.243
C 2.916 2.837 1.897 0.06 0.04 0.05 -0.578
C 3.077 -3.975 2.651 0.00 0.01 -0.08 -0.221
C 2.895 -2.726 2.057 0.10 -0.05 0.07 -0.156
C 1.146 2.128 -2.264 -0.03 -0.04 -0.01 -0.260
C 1.592 -2.188 1.990 -0.05 -0.08 -0.03 -0.129
C -3.402 -0.447 1.327 0.01 -0.02 -0.01 -0.268
C 3.261 1.876 -3.392 -0.01 0.01 -0.01 -0.086
C -4.682 -2.159 0.350 0.01 0.01 0.00 -0.074
C -3.802 2.524 -0.517 0.01 0.02 -0.01 -0.050
C 4.638 0.163 0.658 -0.02 -0.02 0.01 -0.115
C -2.972 -0.611 -4.019 0.00 0.00 0.00 -0.019
C 5.317 -2.382 1.303 -0.07 0.00 0.02 -0.009
C -5.133 0.404 -3.892 -0.04 0.02 0.00 -0.090
C -1.086 0.082 1.916 -0.10 0.06 -0.09 -0.155
C -2.054 -0.288 0.984 -0.02 -0.03 0.02 -0.210
C -0.106 3.403 -0.715 -0.03 0.00 -0.02 -0.049
C 3.407 0.613 -2.840 0.03 -0.02 0.00 -0.092
C -3.395 1.106 -2.378 -0.01 -0.05 -0.03 -0.225
C -3.833 -0.237 2.622 0.00 0.00 -0.03 -0.040
C 2.515 2.345 3.347 0.04 0.04 0.03 -0.563
C -1.568 0.284 3.221 0.00 0.04 0.00 -0.139
C -4.270 -0.493 -4.496 0.02 -0.02 -0.02 -0.101
C 2.131 2.626 -3.104 -0.03 -0.01 0.01 0.002
C -0.833 -0.023 -1.191 0.10 0.02 -0.05 -0.356
C 4.016 -1.911 1.507 -0.01 0.06 -0.03 -0.195
C 0.769 -4.219 3.004 -0.02 0.00 0.00 -0.285
C 5.946 -0.235 0.452 0.00 0.01 -0.01 -0.057
C -2.901 0.130 3.583 0.01 0.00 0.00 -0.102
C 0.536 -2.971 2.469 0.02 0.00 0.00 -0.073
C -2.520 0.174 -2.972 0.03 0.09 0.07 -0.170
C 2.038 -4.747 3.124 -0.02 -0.01 0.00 0.039
C 2.420 0.107 -2.008 -0.02 0.00 0.01 -0.034
C -4.705 1.196 -2.835 0.06 -0.01 0.02 -0.011
C 6.278 -1.538 0.777 0.02 0.00 -0.01 -0.067
H -0.474 2.635 -0.032 -0.01 0.01 0.00 0.069
H -0.865 0.572 3.998 0.02 0.02 -0.03 0.083
H 2.221 -5.711 3.574 0.00 0.00 0.00 0.122
H -5.363 -2.321 -0.485 0.00 -0.01 0.00 0.087
H 4.289 0.021 -3.046 0.01 0.00 0.00 0.100
H 4.306 1.166 0.412 0.02 0.00 0.00 0.102
H 0.853 3.771 -0.349 -0.04 0.00 -0.01 0.091
H 6.668 0.462 0.050 0.00 0.00 0.00 0.103
H -3.214 0.297 4.607 -0.02 0.00 0.00 0.092
H -0.486 -2.605 2.448 0.00 0.01 0.00 0.088
H -2.283 -1.329 -4.448 0.00 -0.01 -0.01 0.115
H -4.605 -1.113 -5.317 -0.01 0.00 0.00 0.096
H -5.388 1.892 -2.370 -0.02 0.01 -0.01 0.106
H -3.801 -2.797 0.237 0.00 0.00 0.00 0.096
H -4.885 -0.354 2.855 0.00 0.00 0.01 0.111
H -2.636 -0.784 -0.885 0.02 -0.01 0.00 0.118
H 1.994 3.621 -3.506 0.02 0.00 -0.01 0.119
H 2.521 -0.876 -1.561 0.00 0.00 -0.01 0.114
H -0.463 0.414 -3.126 0.01 -0.01 0.03 0.143
H 7.286 -1.905 0.624 0.00 0.00 0.00 0.103
H 5.570 -3.397 1.551 0.01 -0.02 0.01 0.099
H 4.029 2.285 -4.035 0.01 0.00 0.00 0.098
H -0.833 4.210 -0.784 0.01 0.01 0.02 0.089
H -6.154 0.495 -4.240 0.00 0.00 0.00 0.101
H -4.561 1.832 -0.147 0.00 0.00 0.01 0.093
H -4.275 3.369 -1.025 0.00 -0.01 -0.01 0.094
H -3.207 2.888 0.317 0.00 -0.01 0.00 0.099
H -5.183 -2.416 1.287 0.00 -0.01 0.00 0.086
```
Positions in Å, forces in eV/Å.

Results
- HOMO energy: -5.6 eV
- Orbital gap: 0.2868 Ha
- Charge: -1
- E_LUMO: 2.252 eV

***

2 unconnected molecules or ions with the total composition C10H17N. Source: the OMol25 dataset; level of theory: wB97M-V/def2-TZVPD.

Geometry as XYZ:
```
28
Properties=species:S:1:pos:R:3:forces:R:3:lowdin_charge:R:1
N 1.322 2.228 0.144 -1.68 -0.27 0.89 0.129
C 2.754 0.750 -1.291 3.19 -2.31 -3.97 -0.110
C 2.981 -0.681 -1.087 -0.25 2.18 -0.28 -0.165
C -0.208 -1.000 1.576 -0.18 0.81 -0.23 -0.066
C 3.110 -1.204 0.106 0.02 1.98 2.22 0.012
C -1.111 -0.009 0.939 -0.64 1.07 -1.41 -0.313
C -1.840 0.884 1.995 0.26 -2.98 -0.35 -0.045
C -1.339 0.036 -0.406 0.81 -1.60 2.97 -0.363
C -0.900 -1.004 -1.393 1.15 -0.27 3.46 -0.043
C 1.990 1.487 -0.560 -0.72 1.66 2.59 -0.214
C -2.518 0.660 -0.936 -1.02 1.70 -1.10 -0.094
H 3.023 -2.210 0.278 0.17 -2.36 0.49 0.034
H -2.643 0.157 2.480 1.18 1.96 -0.93 0.125
H 0.217 -1.674 0.858 0.33 -0.37 -0.09 0.046
H 2.856 -1.340 -1.885 0.19 -0.69 -1.72 0.083
H 3.203 -0.507 0.952 -0.08 -0.59 -0.16 0.087
H 0.573 -0.449 2.100 0.12 -0.36 0.31 0.083
H -0.869 -1.533 2.242 0.25 -0.52 0.70 0.082
H -2.183 1.809 1.552 -0.46 0.03 0.38 0.054
H 3.196 1.249 -2.213 -0.56 -0.93 -0.11 0.107
H -1.795 -1.478 -1.664 -0.91 -1.48 -0.47 0.069
H 0.382 2.374 -0.215 -0.24 1.28 0.11 0.062
H -2.341 1.196 -1.904 -0.45 -1.09 0.24 0.107
H -0.599 -0.462 -2.185 1.41 1.47 -3.23 0.038
H -0.077 -1.621 -1.006 -0.55 -0.14 -0.52 0.076
H -2.855 1.455 -0.323 -0.68 0.67 0.84 0.048
H -3.257 -0.158 -0.909 -0.31 0.71 -0.80 0.110
H -1.071 1.043 2.754 -0.34 0.44 0.17 0.062
```
Positions in Å, forces in eV/Å.

Results
- Expectation value of S²: 2.023
- 2S+1: 3
- HOMO energy (spin up / spin down): -4.6 / -8.4 eV
- Orbital gap (spin up / spin down): 0.2027 / 0.2244 Ha
- Charge: 0
- E_LUMO (spin up / spin down): 0.924 / -2.248 eV

***

C9H12N4S in the gas phase. Source: the OMol25 dataset; level of theory: wB97M-V/def2-TZVPD.

Geometry as XYZ:
```
26
Properties=species:S:1:pos:R:3:forces:R:3:lowdin_charge:R:1
S 0.777 2.975 -0.777 0.57 0.21 0.67 0.860
N 1.789 1.283 1.814 -0.39 -1.50 -0.96 0.009
N -0.143 0.814 0.597 1.63 -0.02 1.57 0.013
N 1.362 2.507 1.858 0.07 0.95 2.64 -0.053
N 0.962 0.471 1.212 0.13 -0.83 -0.12 -0.245
C -0.993 -0.203 0.190 -0.23 1.07 0.11 -0.317
C -1.554 0.126 -1.043 0.55 0.63 -2.15 -0.054
C 2.189 1.762 -0.984 -0.88 4.11 -1.89 -0.311
C 0.757 3.168 0.992 0.61 -1.04 -3.46 -0.475
C -2.959 -1.734 -0.849 -1.35 -0.39 0.15 -0.114
C -2.443 -2.056 0.387 0.35 -0.12 0.87 -0.098
C -1.438 -1.265 0.957 -0.25 0.20 1.38 -0.047
C 1.513 -0.910 1.178 0.46 1.26 -1.12 0.012
C -2.558 -0.610 -1.597 0.09 -2.36 0.06 -0.078
H -3.828 -2.340 -1.114 0.39 0.12 -0.58 0.099
H 0.347 4.062 1.256 -1.11 2.45 0.84 0.025
H 2.561 -0.785 1.454 -0.20 -0.29 -0.15 0.092
H 1.665 0.866 -0.988 0.25 -2.05 0.42 -0.018
H 1.365 -1.245 0.138 0.24 -0.21 0.58 0.105
H -1.142 -1.292 2.070 -0.42 -0.38 -2.02 0.143
H 2.496 2.080 -2.002 0.00 -0.70 0.43 0.039
H -2.834 -0.617 -2.659 -0.21 0.80 0.59 0.112
H 2.935 2.162 -0.324 0.39 -1.02 0.61 0.036
H 0.991 -1.511 1.865 -0.45 -0.89 0.69 0.053
H -1.103 0.919 -1.694 -0.36 -0.57 1.18 0.102
H -2.836 -2.922 0.943 0.13 0.54 -0.33 0.109
```
Positions in Å, forces in eV/Å.

Results
- HOMO energy: -7.6 eV
- Orbital gap: 0.2899 Ha
- Charge: 0
- E_LUMO: 0.268 eV

***

We obtain energy above the lowest of the compared OMol25 structures with the same formula, charge and spin values of 0.0; 6.3; 130.2; 161.8 kJ/mol for the records listed above, in that order.
We obtain strongest force on any atom values of 0.53; 0.23; 5.60; 4.61 eV/Å for the records listed above, in that order.